# C84H192ClNO5P5

7 unconnected molecules or ions with the total composition C84H192ClNO5P5 (wB97M-V/def2-TZVPD, OMol25).

## Properties
E_LUMO   -0.3049 Eh
Net charge   +5
HOMO-LUMO gap   0.352 Ha

The geometry in XYZ format:
```
288
C84H192ClNO5P5 | OMol25 | wB97M-V/def2-TZVPD
Cl 12.55937 -28.20433 12.33948
O 13.12198 -27.44779 13.45743
O 11.11565 -28.36974 12.49828
O 12.73453 -27.49804 11.09875
O 13.18670 -29.54624 12.26356
C 6.52670 -23.04888 18.80361
C 7.92347 -23.06973 18.16286
C 7.88514 -23.48070 16.67951
O 9.19989 -23.55901 16.16572
C 9.84040 -24.79499 16.17506
N 8.52522 -21.64074 18.23859
H 9.52147 -21.62799 18.07300
H 8.18036 -21.04362 17.50061
H 8.55885 -21.18638 19.13999
H 6.09841 -24.05114 18.79112
H 5.79219 -22.47561 18.23796
H 6.64076 -22.78059 19.85390
H 8.63289 -23.74535 18.64073
H 7.21228 -22.75252 16.22662
H 7.42503 -24.44454 16.46176
H 9.46859 -25.41045 16.99426
H 10.91175 -24.69681 16.35019
H 9.64419 -25.38497 15.27979
C 19.66609 -20.96461 16.27799
C 18.82929 -21.42023 15.06288
C 19.00231 -22.82565 14.52595
C 18.29828 -22.97787 13.15357
P 17.66368 -24.60396 12.81648
C 16.18641 -24.93533 13.94106
C 15.06672 -23.88986 13.78882
C 13.99394 -24.00640 14.84567
C 12.67995 -23.32732 14.44981
C 17.11433 -24.66537 11.07209
C 16.39397 -25.99026 10.61434
C 16.03982 -25.97726 9.07548
C 17.19003 -26.00403 8.18203
C 18.94969 -25.95016 12.89706
C 19.90455 -26.18633 14.09062
C 21.08470 -27.14840 13.68684
C 20.65515 -28.58805 13.70206
H 20.72316 -21.14615 16.08374
H 19.33969 -21.44343 17.20119
H 19.50132 -19.90265 16.46014
H 19.16286 -20.66800 14.34805
H 17.78060 -21.19176 15.25297
H 18.73582 -23.56792 15.27836
H 20.04710 -22.99682 14.26666
H 19.04607 -22.75832 12.39154
H 17.49633 -22.25584 12.99975
H 16.55649 -25.10448 14.95226
H 15.76375 -25.90723 13.68634
H 14.75194 -23.96088 12.74769
H 15.53473 -22.90647 13.83370
H 14.37347 -23.62454 15.79342
H 13.91292 -25.09291 14.87800
H 12.84863 -22.34765 14.00269
H 12.03904 -23.18787 15.32038
H 12.10069 -23.97405 13.79081
H 18.05710 -24.47237 10.56019
H 16.59473 -23.71964 10.91814
H 15.49201 -26.18878 11.19328
H 17.05733 -26.83312 10.80832
H 15.33860 -25.18982 8.79918
H 15.36998 -26.74199 8.68225
H 17.71364 -26.95875 8.13268
H 17.87588 -25.23973 8.54748
H 16.93670 -25.81128 7.13955
H 19.45052 -25.63127 11.98296
H 18.42679 -26.86204 12.60872
H 19.37478 -26.59901 14.94918
H 20.31973 -25.20538 14.32184
H 21.87871 -26.91593 14.39649
H 21.49890 -26.78659 12.74577
H 20.58218 -29.03070 14.69546
H 21.54058 -29.13288 13.37454
H 19.80557 -28.77719 13.04590
C 16.56848 -29.54619 12.73907
C 16.58418 -29.34167 14.22950
C 17.62719 -30.26209 14.86323
C 17.56043 -30.24811 16.39825
P 18.32014 -31.53719 17.31282
C 17.40737 -33.02927 17.10542
C 15.84977 -33.03040 17.55258
C 15.44970 -34.36711 18.19744
C 13.93668 -34.54024 18.36693
C 20.05657 -31.69558 16.71029
C 20.54681 -33.15290 16.76525
C 21.84889 -33.31237 15.90788
C 22.36235 -34.71269 15.88347
C 18.52181 -31.15107 19.09603
C 18.96362 -32.30811 20.01048
C 19.11823 -31.74913 21.41674
C 19.33846 -32.98804 22.36885
H 17.57506 -29.56318 12.32122
H 15.92583 -28.79780 12.27537
H 16.04950 -30.49456 12.59998
H 15.64110 -29.59764 14.71241
H 16.77250 -28.27193 14.32064
H 18.63285 -30.04743 14.50174
H 17.46842 -31.28392 14.51862
H 16.49877 -30.36528 16.61564
H 17.90843 -29.26903 16.72749
H 17.94419 -33.85476 17.57285
H 17.40008 -33.13494 16.02058
H 15.16724 -32.75381 16.74900
H 15.52845 -32.19828 18.17903
H 16.01204 -34.77140 19.03911
H 15.77049 -35.13716 17.49584
H 13.51015 -33.77402 19.01429
H 13.69726 -35.50891 18.80563
H 13.36219 -34.41836 17.44867
H 20.67494 -31.05894 17.34309
H 20.01750 -31.30336 15.69406
H 19.90716 -33.81465 16.18128
H 20.76639 -33.61570 17.72738
H 22.56791 -32.68768 16.43784
H 21.78578 -32.96690 14.87600
H 22.22533 -35.33802 16.76567
H 23.42343 -34.63609 15.64605
H 22.03605 -35.27865 15.01093
H 17.52658 -30.92898 19.48110
H 19.16889 -30.27515 19.14214
H 19.89836 -32.75276 19.66894
H 18.21069 -33.09119 20.09983
H 18.19418 -31.26581 21.73398
H 19.98629 -31.11565 21.59909
H 18.51527 -33.70212 22.34591
H 19.32896 -32.65469 23.40658
H 20.26875 -33.48814 22.09948
C 19.30776 -38.73790 8.99486
C 19.37354 -37.26336 9.09207
C 17.99428 -36.66738 9.25615
C 17.89067 -35.15181 9.20351
P 16.36185 -34.47741 9.88193
C 16.36868 -32.67241 9.69462
C 16.31405 -32.06138 8.26563
C 15.18107 -30.92148 8.12429
C 15.31741 -29.66993 9.12745
C 14.88117 -35.12595 9.01662
C 13.45959 -34.48595 9.32707
C 12.42224 -34.70960 8.13793
C 12.87116 -34.09265 6.85348
C 16.26551 -34.90765 11.67038
C 15.36882 -34.08377 12.68676
C 15.54091 -34.48713 14.19108
C 14.81433 -35.73975 14.52211
H 20.25337 -39.22997 8.76727
H 18.63907 -39.02693 8.18405
H 18.81806 -39.22407 9.83863
H 19.97599 -36.89874 8.26008
H 19.99476 -36.95865 9.93431
H 17.57043 -36.94967 10.21987
H 17.38108 -37.02508 8.42902
H 17.93523 -34.72893 8.19988
H 18.62890 -34.65081 9.82970
H 17.22512 -32.29582 10.25391
H 15.66719 -32.13905 10.33612
H 16.10342 -32.80427 7.49630
H 17.34236 -31.72742 8.12726
H 14.16620 -31.28297 8.28998
H 15.26786 -30.60912 7.08362
H 16.34417 -29.36859 9.33502
H 14.95609 -29.93311 10.12158
H 14.71656 -28.85458 8.72462
H 14.83265 -36.14585 9.39814
H 15.19548 -35.18807 7.97477
H 13.62261 -33.41835 9.47456
H 13.10422 -34.75974 10.32048
H 11.41416 -34.33703 8.31978
H 12.27378 -35.78493 8.03929
H 12.10260 -34.15272 6.08289
H 13.63941 -34.63234 6.29972
H 13.22700 -33.06979 6.97688
H 17.31910 -34.74272 11.89585
H 16.04899 -35.95434 11.88408
H 14.32716 -34.13182 12.36939
H 15.68374 -33.04062 12.71424
H 15.10258 -33.71973 14.82909
H 16.54090 -34.35485 14.60416
H 15.31281 -36.61306 14.10144
H 13.80534 -35.75216 14.10989
H 14.72357 -35.94094 15.58953
C 6.38601 -29.56422 9.60209
C 6.39598 -28.20413 10.24180
C 7.75008 -27.45875 10.21492
C 8.07642 -26.97556 8.79493
P 9.86985 -26.79339 8.35753
C 10.62690 -25.57994 9.56008
C 10.39680 -24.05952 9.34559
C 10.73823 -23.05796 10.48235
C 12.21303 -23.16747 10.82355
C 10.58696 -28.45288 8.51937
C 9.98195 -29.61094 7.69165
C 10.59568 -31.02861 7.96228
C 10.54745 -31.47304 9.38191
C 10.04805 -26.30645 6.54357
C 11.39226 -25.63167 6.12540
C 12.56094 -26.65612 6.34809
C 12.49003 -28.07584 5.75940
H 5.36823 -29.95435 9.60570
H 7.00154 -30.29005 10.13350
H 6.70073 -29.52296 8.55932
H 6.13412 -28.16039 11.29897
H 5.64614 -27.62169 9.70646
H 8.55176 -28.04034 10.67005
H 7.67779 -26.60618 10.89019
H 7.47845 -26.12426 8.46963
H 7.81220 -27.77447 8.10210
H 11.64832 -25.79008 9.24284
H 10.46885 -25.84301 10.60599
H 9.35288 -23.86743 9.09771
H 10.87116 -23.66730 8.44601
H 10.19082 -23.28741 11.39656
H 10.35539 -22.07118 10.22195
H 12.35136 -24.18353 11.19316
H 12.53274 -22.50131 11.62487
H 12.95234 -23.04031 10.03276
H 10.35038 -28.80700 9.52272
H 11.67315 -28.36357 8.50147
H 9.96351 -29.46130 6.61213
H 8.97704 -29.65171 8.11190
H 11.66301 -30.91118 7.77492
H 10.13070 -31.81603 7.36909
H 10.69135 -30.71617 10.15299
H 11.18779 -32.32466 9.61167
H 9.54804 -31.78464 9.68552
H 9.35696 -25.47153 6.42785
H 9.67772 -27.02616 5.81352
H 11.69447 -24.81541 6.78152
H 11.25621 -25.33533 5.08532
H 12.70208 -26.76181 7.42374
H 13.42861 -26.08202 6.02303
H 11.45718 -28.41772 5.69272
H 13.03260 -28.75886 6.41302
H 12.92998 -28.09095 4.76224
C 11.62786 -33.04013 14.03719
C 12.26416 -32.01241 14.98384
C 11.31845 -31.07578 15.61454
C 11.98091 -30.03548 16.50471
P 10.82693 -29.13986 17.50217
C 10.07947 -30.20266 18.75846
C 11.04380 -31.00363 19.70556
C 10.41821 -32.10523 20.54648
C 10.57043 -33.44726 19.93152
C 11.73080 -27.87827 18.39519
C 12.55718 -27.02130 17.48429
C 13.13042 -25.67011 18.04238
C 13.89764 -25.82100 19.30431
C 9.51120 -28.42589 16.37738
C 8.28768 -29.31851 16.05697
C 7.11290 -28.68020 15.33949
C 5.86627 -29.53639 15.14122
H 11.39819 -32.56412 13.08389
H 10.83021 -33.55631 14.57145
H 12.29250 -33.80470 13.63496
H 13.00632 -31.45099 14.41629
H 12.97194 -32.46537 15.67808
H 10.51037 -31.53429 16.18451
H 10.84498 -30.46099 14.84907
H 12.62805 -29.38325 15.91828
H 12.73891 -30.46265 17.16127
H 9.51099 -30.97853 18.24568
H 9.48825 -29.65454 19.49203
H 11.49799 -30.29645 20.39960
H 11.88823 -31.43369 19.16696
H 9.39251 -31.75735 20.66902
H 10.88357 -32.04728 21.53044
H 11.61555 -33.73291 20.05087
H 10.25164 -33.39280 18.89060
H 9.88626 -34.13786 20.42455
H 12.35365 -28.32981 19.16738
H 11.05900 -27.26476 18.99552
H 11.96090 -26.62823 16.66084
H 13.48852 -27.39400 17.05791
H 12.23638 -25.07873 18.24009
H 13.86198 -25.14836 17.42539
H 14.46542 -26.72342 19.07762
H 13.29269 -26.00036 20.19311
H 14.49803 -24.96592 19.61491
H 10.12729 -28.11750 15.53273
H 9.17564 -27.58009 16.97748
H 7.87339 -29.77244 16.95721
H 8.65375 -30.20335 15.53626
H 7.39619 -28.28713 14.36309
H 6.77506 -27.87144 15.98748
H 5.42344 -30.06957 15.98248
H 5.94327 -30.14584 14.24082
H 5.05469 -28.85235 14.89316
```

Results of the Mulliken charge analysis, in e, for atoms 1 through 99:
1 Cl -0.5583
2 O 0.0234
3 O -0.4236
4 O -0.1383
5 O -0.2083
6 C -1.3789
7 C 0.2893
8 C -0.8052
9 O -0.4164
10 C 0.0188
11 N -0.2370
12 H 0.3104
13 H 0.3680
14 H 0.3899
15 H 0.4013
16 H 0.3757
17 H 0.4127
18 H 0.2078
19 H 0.5147
20 H 0.3659
21 H 0.3553
22 H -0.6437
23 H 0.4647
24 C -1.4408
25 C -0.7606
26 C -0.5224
27 C -1.2235
28 P 0.4693
29 C -0.1172
30 C -0.9099
31 C 0.4095
32 C -1.5058
33 C -1.4454
34 C 0.4417
35 C 0.3093
36 C -1.6685
37 C -0.6990
38 C 0.0087
39 C -1.0818
40 C -0.8119
41 H 0.3440
42 H 0.3455
43 H 0.4047
44 H 0.3674
45 H 0.3781
46 H 0.4060
47 H 0.4707
48 H 0.7143
49 H 0.7177
50 H 0.8760
51 H -0.0295
52 H 0.0328
53 H 0.5425
54 H 0.5501
55 H -0.2075
56 H 0.4129
57 H 0.3832
58 H 0.1608
59 H 0.8014
60 H 0.5897
61 H -0.0400
62 H 0.0188
63 H 0.4650
64 H -0.5737
65 H 0.3160
66 H 0.3383
67 H 0.4507
68 H 0.6762
69 H -0.3064
70 H 0.1724
71 H 0.2370
72 H 0.4836
73 H 0.4507
74 H 0.2335
75 H 0.3824
76 H 0.1596
77 C -0.2602
78 C 0.9206
79 C 0.4121
80 C -1.1043
81 P 0.6397
82 C -0.2921
83 C -0.1316
84 C -1.0248
85 C -1.1981
86 C -0.6096
87 C -0.5752
88 C -0.4914
89 C -1.3824
90 C -1.1440
91 C -0.1678
92 C -0.4572
93 C -1.3775
94 H 0.4808
95 H -0.3723
96 H -0.2094
97 H -0.2991
98 H -0.0985
99 H -0.5645